Record 1
{"formula": "H13NaO7", "method": "wB97M-V/def2-TZVPD", "species": ["Na", "O", "H", "O", "H", "H", "O", "H", "H", "O", "H", "H", "O", "H", "H", "O", "H", "H", "O", "H", "H"], "positions_angstrom": [[0.3910, -0.2127, -0.9700], [0.0959, -1.2541, 1.1647], [-0.2440, -1.4608, 2.0403], [-2.2866, 0.2764, 1.7414], [-2.2820, 0.9704, 1.0770], [-1.5364, -0.3064, 1.4624], [2.0392, -1.8211, -1.9869], [2.8832, -1.5753, -2.3803], [1.5899, -2.3428, -2.6612], [-1.4978, -2.0485, -0.9137], [-0.9501, -1.9831, -0.0857], [-1.4572, -2.9744, -1.1695], [2.0937, 1.6528, -0.4655], [1.6611, 2.5087, -0.4034], [2.4083, 1.5054, 0.4365], [0.7111, 1.3312, 1.9796], [-0.0753, 1.7637, 2.3261], [0.4229, 0.3948, 1.7918], [-1.3228, 1.5078, -0.8236], [-0.6437, 2.1902, -0.7588], [-2.0003, 1.8780, -1.4011]], "atomic_forces_ev_per_a": [[0.03, -0.49, 0.70], [-0.47, 0.63, -0.43], [0.26, -0.39, -0.02], [0.32, -0.19, 0.07], [-0.01, -0.07, -0.09], [-0.37, 0.27, -0.01], [-0.22, 0.24, -0.15], [0.00, 0.00, 0.06], [0.05, -0.07, 0.07], [0.45, 0.07, -0.17], [-0.06, 0.13, 0.36], [-0.05, 0.02, 0.01], [0.06, -0.10, -0.47], [0.10, 0.07, 0.12], [-0.33, -0.14, 0.13], [-0.09, -0.01, -0.10], [-0.03, -0.13, 0.10], [0.26, 0.05, -0.14], [0.28, 0.14, -0.25], [-0.17, 0.09, 0.19], [0.00, -0.12, -0.01]], "e_above_lowest_kcal_mol": 1.00, "e_tot_ev": -18961.7066, "gap_ev": 8.2}

***

Record 2
{"formula": "CH7NSi", "method": "wB97M-V/def2-TZVPD", "species": ["N", "Si", "H", "H", "H", "C", "H", "H", "H", "H"], "positions_angstrom": [[1.3145, -0.8549, 0.2293], [2.6405, 0.0913, -0.0074], [1.0492, -1.6699, -0.2284], [3.5822, 0.0103, -1.1018], [2.9154, 1.2313, 0.8302], [-2.0060, 0.0378, -0.0066], [-2.5010, -0.8630, 0.0753], [-2.3040, 0.8549, -0.7188], [-0.9959, -0.0590, -0.1163], [-2.0001, 0.5626, 0.9569]], "atomic_forces_ev_per_a": [[2.62, 3.29, 1.11], [-2.62, -2.05, 0.03], [-0.31, -1.51, -1.15], [0.48, -0.10, -0.43], [-0.08, 0.34, 0.44], [-0.58, 4.16, 0.61], [-1.33, -1.63, -0.34], [-0.38, -1.38, 0.30], [2.74, -0.88, -0.74], [-0.55, -0.25, 0.16]], "e_above_lowest_kcal_mol": 51.84, "e_tot_ev": -10516.1574, "gap_ev": 9.6}